Record 1
Here is a molecular structure, C20H49Cd3F6N3O14P3S2 at a distorted geometry from the OMol25 dataset. Energies are from the ωB97M-V functional and the def2-TZVPD basis.

```
! RIJCOSX wB97M-V def2-TZVPD def2/J DEFGRID3
* xyz 1 1
Cd 2.963 -32.781 -1.539
Cd 1.562 -28.166 -2.948
Cd -2.420 -31.663 -3.647
O -0.447 -27.824 -3.326
P -1.767 -28.205 -3.882
O -2.303 -29.575 -3.836
F -1.798 -27.761 -5.361
F -2.838 -27.282 -3.280
O 4.118 -31.495 -2.773
P 4.134 -30.369 -3.732
O 3.417 -29.104 -3.484
F 3.557 -30.945 -5.074
F 5.572 -30.077 -4.160
O 1.845 -28.511 -0.885
P 2.601 -29.555 -0.174
O 2.417 -30.989 -0.501
F 2.419 -29.428 1.320
F 4.100 -29.214 -0.287
S 0.280 -31.511 -3.042
O -0.904 -31.567 -2.136
O 1.244 -32.580 -2.736
O -0.369 -31.690 -4.373
O 0.931 -30.222 -2.949
C -4.842 -34.725 -6.192
C -4.338 -33.880 -5.030
N -3.263 -32.902 -5.333
C -2.088 -33.592 -5.908
C -1.473 -34.609 -4.986
C -3.798 -31.825 -6.221
C -2.738 -30.927 -6.827
H -5.616 -35.398 -5.820
H -4.103 -35.347 -6.692
H -5.323 -34.126 -6.966
H -5.208 -33.378 -4.608
H -3.927 -34.529 -4.256
H -2.400 -34.067 -6.847
H -1.312 -32.927 -6.281
H -1.305 -34.287 -3.949
H -1.996 -35.563 -4.864
H -0.481 -34.912 -5.334
H -4.431 -31.224 -5.559
H -4.465 -32.186 -7.007
H -3.212 -29.992 -7.132
H -2.212 -31.317 -7.699
H -1.949 -30.651 -6.123
C 5.935 -34.681 -2.029
C 4.730 -35.301 -1.351
N 3.404 -34.880 -1.921
C 3.390 -34.856 -3.418
C 3.642 -36.192 -4.095
C 2.399 -35.832 -1.391
C 0.957 -35.537 -1.729
H 6.825 -35.215 -1.690
H 6.093 -33.623 -1.821
H 5.930 -34.878 -3.100
H 4.789 -36.376 -1.540
H 4.721 -35.092 -0.284
H 2.369 -34.596 -3.707
H 3.997 -34.030 -3.786
H 3.658 -36.124 -5.181
H 4.568 -36.686 -3.792
H 2.845 -36.892 -3.838
H 2.521 -35.865 -0.304
H 2.638 -36.868 -1.652
H 0.607 -34.576 -1.343
H 0.305 -36.270 -1.250
H 0.737 -35.552 -2.797
C -4.550 -30.621 0.253
C -3.585 -30.791 -0.914
N -4.031 -31.650 -2.058
C -5.396 -31.232 -2.462
C -5.495 -29.799 -2.949
C -4.241 -33.030 -1.520
C -2.996 -33.695 -0.968
H -3.983 -30.216 1.091
H -5.056 -31.515 0.614
H -5.346 -29.913 0.014
H -3.313 -29.800 -1.276
H -2.652 -31.219 -0.557
H -6.130 -31.450 -1.685
H -5.738 -31.788 -3.341
H -6.531 -29.517 -3.149
H -4.936 -29.617 -3.868
H -5.164 -29.032 -2.244
H -5.044 -33.069 -0.782
H -4.597 -33.645 -2.348
H -2.565 -33.272 -0.063
H -3.171 -34.750 -0.741
H -2.221 -33.733 -1.741
C 1.172 -31.328 -8.115
C 1.790 -32.335 -7.137
O 1.428 -33.654 -7.596
S 0.716 -33.594 -9.035
O -0.391 -34.441 -9.062
O 1.704 -33.700 -10.033
O 0.241 -32.093 -8.865
H 1.934 -30.891 -8.760
H 0.684 -30.531 -7.561
H 1.442 -32.231 -6.109
H 2.878 -32.343 -7.075
*
```

Computed properties:
frontier orbital gap = 0.330 Ha
F_max = 2.25 eV/A
calculated total energy = -134216.3202 eV
energy above the lowest of the compared OMol25 structures with the same formula, charge and spin = 0.0 kcal per mole
LUMO energy = -2.8 eV

---

Record 2
Here is a molecular structure, C20H50F4Li4N3O21S4 at a distorted geometry from the OMol25 dataset. Energies are from the ωB97M-V functional and the def2-TZVPD basis.

```
! RIJCOSX wB97M-V def2-TZVPD def2/J DEFGRID3
* xyz 1 1
Li 0.223 1.519 -3.023
Li -3.354 -1.317 -3.545
Li 0.194 3.021 -0.936
Li 0.457 -3.484 -0.684
N -0.248 1.022 -1.182
S 0.767 -0.091 -0.402
O 0.467 -1.455 -0.701
O 1.224 0.362 0.862
F 2.052 0.109 -1.301
S -1.635 0.278 -0.851
O -1.899 -0.176 0.467
O -2.137 -0.454 -1.984
F -2.497 1.629 -0.959
N 0.736 3.426 -2.855
S 2.399 3.792 -2.715
O 2.743 5.071 -2.200
O 3.157 3.073 -3.677
F 2.527 2.745 -1.473
S 0.419 4.564 -3.889
O 1.179 4.564 -5.110
O -0.009 5.787 -3.275
F -0.955 3.927 -4.440
N -0.547 -2.839 -3.877
O -1.703 -2.351 -4.032
O 0.228 -2.814 -4.835
O -0.195 -3.355 -2.805
C -2.692 -3.784 -0.856
O -1.516 -3.563 -0.110
C -1.561 -3.933 1.248
C -0.441 -3.264 2.007
O 0.797 -3.390 1.312
C 1.937 -3.166 2.130
H -3.338 -4.551 -0.425
H -2.468 -4.082 -1.879
H -3.232 -2.832 -0.921
H -1.466 -5.021 1.379
H -2.532 -3.715 1.706
H -0.432 -3.644 3.032
H -0.614 -2.184 2.096
H 1.992 -2.096 2.345
H 2.830 -3.447 1.573
H 1.935 -3.796 3.022
C 2.286 3.718 1.311
O 1.162 4.172 0.535
C 0.131 4.762 1.312
C -0.870 5.374 0.342
O -1.348 4.306 -0.461
C -2.354 4.625 -1.409
H 2.642 4.546 1.922
H 3.008 3.174 0.720
H 1.877 2.968 2.005
H 0.612 5.426 2.036
H -0.385 4.010 1.926
H -0.374 6.150 -0.247
H -1.710 5.833 0.868
H -2.189 5.552 -1.958
H -3.299 4.801 -0.881
H -2.499 3.792 -2.086
C 6.498 -2.409 2.440
O 5.346 -1.610 2.210
C 5.682 -0.356 1.610
C 4.528 0.637 1.738
O 4.872 1.688 2.611
C 4.774 1.371 3.982
H 7.185 -1.928 3.139
H 6.947 -2.683 1.484
H 6.135 -3.313 2.928
H 5.887 -0.593 0.555
H 6.620 0.027 2.021
H 3.621 0.172 2.146
H 4.262 0.967 0.733
H 3.758 1.637 4.317
H 5.406 2.068 4.528
H 4.939 0.327 4.248
C -4.641 2.498 1.901
O -5.990 2.871 2.075
C -6.885 1.848 1.604
C -8.254 2.481 1.345
O -8.483 2.798 -0.005
C -7.570 3.784 -0.457
H -4.100 3.257 2.467
H -4.343 2.503 0.849
H -4.346 1.540 2.343
H -6.927 1.127 2.425
H -6.492 1.401 0.689
H -8.440 3.262 2.097
H -9.055 1.800 1.656
H -6.585 3.350 -0.682
H -7.432 4.574 0.281
H -7.876 4.205 -1.416
C 3.168 -3.158 -2.459
O 2.587 -3.834 -1.347
C 2.855 -5.222 -1.420
C 2.105 -5.888 -0.277
O 0.747 -5.494 -0.307
C -0.078 -6.408 -0.985
H 2.867 -2.113 -2.407
H 2.748 -3.581 -3.375
H 4.260 -3.184 -2.432
H 3.935 -5.374 -1.351
H 2.423 -5.654 -2.332
H 2.630 -5.638 0.648
H 2.167 -6.979 -0.312
H -1.109 -6.104 -1.169
H -0.075 -7.382 -0.488
H 0.253 -6.580 -2.021
*
```

Computed properties:
frontier orbital gap = 0.297 Ha
F_max = 6.33 eV/A
calculated total energy = -124039.9603 eV
LUMO energy = -3.4 eV